Record 1
{
  "formula": "C38H51IN4O2RuSi4Te",
  "method": "ωB97M-V/def2-TZVPD",
  "symbols": ["I", "Te", "Ru", "Si", "Si", "Si", "Si", "O", "O", "N", "N", "N", "N", "C", "C", "C", "C", "C", "C", "C", "C", "C", "C", "C", "C", "C", "C", "C", "C", "C", "C", "C", "C", "C", "C", "C", "C", "C", "C", "C", "C", "C", "C", "C", "C", "C", "C", "C", "C", "C", "C", "H", "H", "H", "H", "H", "H", "H", "H", "H", "H", "H", "H", "H", "H", "H", "H", "H", "H", "H", "H", "H", "H", "H", "H", "H", "H", "H", "H", "H", "H", "H", "H", "H", "H", "H", "H", "H", "H", "H", "H", "H", "H", "H", "H", "H", "H", "H", "H", "H", "H", "H"],
  "coordinates": [[-1.30, -6.62, -6.47], [0.06, 0.79, 0.29], [1.06, -1.58, 0.55], [-2.84, 1.62, -2.47], [-3.34, 2.58, 1.30], [-0.50, 4.29, -0.72], [-1.80, 2.33, -0.47], [0.23, -1.93, -1.45], [0.86, -3.73, -0.38], [1.85, -2.12, 2.26], [3.10, -1.69, -0.02], [2.89, 0.75, 1.77], [-0.72, -2.05, 1.69], [-2.69, -2.43, 3.61], [-3.01, -2.29, 2.28], [-4.56, 3.93, 0.85], [3.87, -2.08, 1.03], [-0.63, -3.38, -3.68], [-3.95, 0.11, -2.38], [3.16, -2.36, 2.30], [-1.00, -4.13, -4.79], [-1.36, -2.44, 3.96], [4.13, 1.76, 3.55], [-0.73, -5.49, -4.81], [-2.39, -2.00, -0.11], [0.77, 4.03, -2.08], [5.85, -1.95, -0.30], [0.43, 4.69, 0.86], [-1.58, 5.76, -1.15], [1.04, -2.39, 3.29], [1.58, -2.85, 4.48], [2.84, -0.98, -2.35], [-3.86, 3.08, -3.04], [4.92, 2.45, 2.64], [2.94, -3.09, 4.55], [3.66, 1.41, 0.91], [-1.43, 1.24, -3.65], [-0.11, -6.11, -3.73], [-4.30, 0.99, 1.60], [-2.45, 3.07, 2.87], [3.69, -1.42, -1.20], [-2.01, -2.10, 1.33], [4.69, 2.26, 1.29], [3.74, -2.85, 3.45], [0.38, -3.18, -1.41], [5.07, -1.55, -1.36], [-0.01, -3.99, -2.60], [5.24, -2.21, 0.91], [3.13, 0.93, 3.07], [0.25, -5.36, -2.63], [-0.40, -2.27, 2.99], [-3.24, 3.97, -3.17], [-4.35, 2.87, -3.99], [4.28, 1.88, 4.62], [-0.73, 0.53, -3.19], [1.02, 3.83, 1.20], [1.11, 5.52, 0.69], [0.73, -5.82, -1.78], [-0.87, 2.14, -3.90], [-1.87, -1.19, -0.62], [-3.47, -2.55, 4.36], [-3.37, -0.82, -2.41], [-0.83, -2.32, -3.65], [-0.96, 6.64, -1.30], [-5.27, 4.09, 1.66], [-1.05, -2.58, 4.99], [-3.64, 0.20, 1.95], [-4.62, 0.11, -3.24], [0.10, -7.17, -3.76], [5.83, -2.50, 1.77], [6.92, -2.07, -0.42], [-4.05, -2.32, 1.96], [-1.62, 2.39, 3.09], [1.47, 4.87, -2.10], [2.49, 0.38, 3.75], [3.43, 1.26, -0.14], [-4.05, 4.88, 0.66], [2.37, -1.84, -2.82], [-3.47, -1.85, -0.20], [-1.79, 0.80, -4.58], [0.94, -3.06, 5.33], [-2.13, -2.93, -0.62], [-5.06, 1.16, 2.37], [-2.15, 5.60, -2.08], [5.70, 3.12, 2.98], [1.34, 3.12, -1.90], [5.28, 2.77, 0.54], [4.80, -3.08, 3.49], [-4.57, 0.09, -1.48], [3.46, -0.49, -3.10], [-1.48, -3.66, -5.63], [-0.25, 4.97, 1.67], [-2.30, 5.98, -0.36], [0.30, 3.96, -3.06], [2.05, -0.31, -2.03], [-3.14, 3.06, 3.72], [-2.04, 4.08, 2.79], [-4.64, 3.32, -2.31], [-5.14, 3.69, -0.05], [-4.81, 0.65, 0.70], [5.51, -1.31, -2.32], [3.37, -3.49, 5.46]],
  "lowdin_spin": [0.0000, 0.4891, 0.2783, 0.0131, -0.0022, 0.0168, 0.0361, 0.0148, 0.0198, 0.0071, 0.0051, 0.0174, 0.0050, 0.0007, 0.0008, -0.0012, 0.0003, -0.0002, 0.0019, 0.0040, 0.0000, 0.0009, 0.0004, -0.0002, 0.0118, 0.0020, 0.0011, 0.0102, 0.0030, 0.0052, -0.0009, 0.0000, 0.0028, 0.0011, 0.0047, 0.0067, 0.0012, 0.0001, 0.0000, 0.0005, 0.0022, 0.0051, 0.0002, -0.0008, -0.0007, 0.0008, 0.0009, 0.0010, 0.0014, 0.0002, 0.0007, 0.0000, 0.0006, 0.0000, 0.0009, 0.0107, 0.0000, 0.0002, 0.0000, 0.0143, 0.0000, 0.0000, 0.0000, 0.0008, -0.0002, 0.0001, 0.0000, 0.0002, 0.0000, 0.0000, 0.0000, 0.0000, 0.0008, 0.0001, 0.0000, 0.0008, 0.0000, 0.0000, 0.0002, 0.0001, -0.0001, 0.0001, 0.0000, 0.0000, 0.0001, 0.0015, 0.0000, -0.0001, 0.0001, 0.0000, 0.0000, 0.0002, 0.0000, 0.0001, -0.0003, 0.0000, 0.0000, 0.0000, 0.0000, 0.0000, 0.0001, 0.0003],
  "total_charge": 1,
  "gap_ev": [6.18, 5.38],
  "s_squared": 0.837,
  "e_homo_ev": [-9.498, -9.359],
  "multiplicity": 2,
  "e_above_lowest_ev": 1.063
}

=====

Record 2
{
  "formula": "C38H53As3NO3Sb2Zn",
  "method": "ωB97M-V/def2-TZVPD",
  "symbols": ["Sb", "Sb", "As", "As", "As", "Zn", "O", "O", "O", "N", "C", "C", "C", "C", "C", "C", "C", "C", "C", "C", "C", "C", "C", "C", "C", "C", "C", "C", "C", "C", "C", "C", "C", "C", "C", "C", "C", "C", "C", "C", "C", "C", "C", "C", "C", "C", "C", "C", "H", "H", "H", "H", "H", "H", "H", "H", "H", "H", "H", "H", "H", "H", "H", "H", "H", "H", "H", "H", "H", "H", "H", "H", "H", "H", "H", "H", "H", "H", "H", "H", "H", "H", "H", "H", "H", "H", "H", "H", "H", "H", "H", "H", "H", "H", "H", "H", "H", "H", "H", "H", "H"],
  "coordinates": [[-2.87, 0.31, -0.72], [0.45, -0.59, 4.57], [2.99, 0.50, -0.06], [0.11, 3.08, -0.57], [4.96, 4.87, -2.73], [0.48, 0.72, -0.18], [0.04, -1.22, -0.14], [0.94, -2.32, -1.80], [0.46, -0.21, -2.03], [0.49, -1.31, -1.36], [-0.45, 4.42, 0.71], [-1.04, 3.48, -2.07], [0.91, -2.49, 3.70], [1.81, -3.84, 1.90], [-2.99, -4.61, -0.87], [-2.17, -2.25, 4.92], [3.86, -0.84, -1.15], [-5.70, 0.04, 0.58], [2.91, 3.60, 0.97], [4.14, 4.57, -0.93], [0.82, -3.63, 4.49], [-7.80, 0.13, -0.61], [-2.47, -2.48, -1.86], [-2.86, -1.83, -0.70], [1.72, -4.97, 2.70], [-0.40, 0.39, 2.80], [-3.00, -0.97, 7.25], [-3.34, -2.64, 5.56], [-3.76, -2.00, 6.72], [1.80, 3.77, -1.29], [-1.80, -0.08, 2.37], [-3.33, -2.58, 0.38], [-5.01, 0.35, -0.58], [3.12, 3.48, -0.55], [-3.39, -3.96, 0.29], [6.17, 3.33, -2.84], [-2.53, -3.87, -1.95], [-5.73, 0.56, -1.76], [3.71, 2.11, -0.91], [3.62, 4.21, -4.01], [-7.12, 0.45, -1.77], [1.43, -2.61, 2.41], [-2.53, 0.86, 1.38], [-1.40, -1.21, 5.45], [4.06, 0.38, 1.55], [-1.82, -0.58, 6.61], [-7.09, -0.08, 0.57], [1.22, -4.86, 4.00], [1.14, -5.74, 4.62], [-5.18, -0.13, 1.52], [-4.67, -2.31, 7.22], [4.78, 2.10, -0.68], [3.37, 3.16, -3.87], [-3.53, 1.08, 1.75], [-7.66, 0.61, -2.69], [-0.41, 1.46, 3.04], [3.73, -1.82, -0.70], [3.99, -0.63, 1.95], [4.92, -0.60, -1.20], [1.51, -1.73, 1.78], [-3.31, -0.48, 8.16], [6.82, 3.29, -1.97], [-7.62, -0.33, 1.48], [0.36, 0.24, 2.02], [2.18, -3.92, 0.89], [-3.77, -4.54, 1.13], [-3.93, -3.45, 5.14], [-2.01, 1.82, 1.33], [5.02, 4.46, -0.29], [1.83, 3.38, -2.31], [4.06, 4.33, -5.00], [1.66, 4.85, -1.37], [-1.72, -1.10, 1.98], [2.72, 4.82, -3.97], [6.81, 3.48, -3.72], [-2.41, -0.14, 3.27], [-0.01, 4.25, 1.68], [3.43, -0.85, -2.15], [-8.87, 0.03, -0.61], [3.62, 1.93, -1.99], [-1.53, 4.39, 0.79], [-2.08, 3.43, -1.76], [5.09, 0.60, 1.30], [-3.66, -2.09, 1.29], [0.43, -3.56, 5.50], [3.71, 1.08, 2.31], [2.19, 2.86, 1.34], [-0.87, 2.75, -2.86], [-3.05, -5.69, -0.94], [3.72, 5.55, -0.67], [2.53, 4.59, 1.22], [-2.22, -4.37, -2.86], [-5.21, 0.80, -2.68], [3.84, 3.45, 1.50], [-1.86, -2.77, 4.02], [-2.12, -1.91, -2.72], [-0.14, 5.39, 0.33], [5.66, 2.38, -2.96], [-1.23, 0.23, 7.04], [-0.80, 4.48, -2.43], [2.02, -5.94, 2.32]],
  "mulliken_charge": [0.5532, 0.7907, 0.7849, 0.2143, 0.2952, 2.8463, -0.7133, -0.5845, -0.7697, 0.9100, -1.3197, -1.3922, -0.4427, -0.5353, -0.5400, 0.1959, -1.4505, 0.2002, -1.8108, -2.1519, -0.4212, -0.4457, -0.7850, 0.4887, -0.6785, -0.5218, -0.5573, -0.7676, -0.4534, -1.7016, 0.8152, -0.0587, 0.3636, 2.2426, -0.7708, -1.0394, -0.6050, -0.7973, -1.7846, -0.9599, -0.5765, 0.5527, -1.5929, -0.2013, -1.3250, -0.5590, -0.8551, -0.6624, 0.4080, 0.2507, 0.4043, 0.8452, 0.2057, 0.7236, 0.3959, 0.4711, 0.3993, 0.4679, 0.4988, -0.1305, 0.3995, 0.3183, 0.3988, -0.8936, 0.3853, 0.4413, 0.4164, 0.1267, 0.6060, 0.3963, 0.4220, 0.7149, -0.0483, 0.2918, 0.4214, 0.4469, 0.3752, 0.4252, 0.3846, 0.1904, 0.4821, 0.4203, 0.4719, 0.2670, 0.5018, 0.3738, 0.0139, 0.4099, 0.4221, 0.5739, 0.4001, 0.4169, 0.3004, 0.4495, 0.4933, 0.4200, 0.4957, 0.2187, 0.3693, 0.5104, 0.4075],
  "total_charge": 1,
  "gap_ev": 8.28,
  "e_homo_ev": -10.478,
  "e_above_lowest_ev": 0.635
}

=====

Result set for total energy: -3666.68599 -10727.01433 a.u., one per record in the order listed.